(1)
Entry from OMol25: a single C2H3BrClNO molecule at a distorted geometry (ωB97M-V/def2-TZVPD).

Summary:
- 2S+1 = 1
- ΔE to the lowest compared entry with this formula, charge and spin (kcal/mol) = 31.76
- SMILES = O=C(Cl)CNBr
- highest occupied orbital energy (eV) = -9.2

Geometry (Å):
C  -0.687  -1.658  -0.153
C  -0.141  -0.415  0.586
N  0.999  0.161  -0.039
O  0.025  -2.310  -0.868
Cl  -2.301  -2.026  0.233
Br  2.530  -0.929  0.093
H  0.151  -0.669  1.694
H  -1.038  0.248  0.439
H  0.693  0.445  -1.015


(2)
Entry from OMol25: a molecular structure, C4H9Cl8HgO at a distorted geometry (ωB97M-V/def2-TZVPD).

Summary:
- 2S+1 = 1
- total charge = -1
- ΔE to the lowest compared entry with this formula, charge and spin (kcal/mol) = 166.71
- highest occupied orbital energy (eV) = -5.4

Geometry (Å):
Hg  -1.672  -0.439  -1.943
C  1.575  0.068  -5.859
O  0.835  -0.835  -5.073
H  1.761  0.951  -5.248
H  2.545  -0.254  -6.237
H  1.005  0.422  -6.718
Cl  -2.851  -4.412  -2.532
Cl  -4.229  2.310  -3.372
C  2.977  -3.501  2.287
Cl  2.963  -5.178  1.631
Cl  1.822  -2.522  1.231
H  2.662  -3.465  3.329
H  3.950  -3.015  2.210
C  2.318  4.034  1.419
Cl  0.975  3.361  0.380
Cl  3.591  2.877  1.886
H  2.675  4.942  0.933
H  1.825  4.467  2.289
C  -4.851  0.038  4.018
Cl  -6.627  -0.199  3.875
Cl  -4.034  -0.288  2.450
H  -4.777  1.116  4.161
H  -4.437  -0.479  4.883


(3)
Entry from OMol25: a molecular structure, C27H56F6Mn2N8O17S2 at a distorted geometry (ωB97M-V/def2-TZVPD).

Summary:
- 2S+1 = 11
- highest occupied orbital energy (spin up / spin down) (eV) = -7.8 / -8.6

Geometry (Å):
Mn  13.014  24.922  27.828
Mn  12.714  22.452  24.482
C  8.970  23.714  29.679
F  9.211  22.426  29.390
F  7.669  23.865  29.903
F  9.604  23.999  30.833
S  9.537  24.807  28.305
O  8.982  26.094  28.604
O  10.993  24.719  28.460
O  9.034  24.130  27.142
C  11.705  26.804  23.835
F  11.765  28.083  24.197
F  10.588  26.277  24.348
F  11.671  26.731  22.507
S  13.150  25.868  24.488
O  12.985  25.904  25.931
O  12.972  24.517  23.961
O  14.312  26.541  23.991
C  13.444  22.490  26.992
O  14.253  23.120  27.790
O  13.739  21.502  26.217
O  12.512  23.263  26.523
C  18.081  21.673  30.047
O  18.624  20.669  29.655
N  16.757  21.796  30.317
C  16.144  23.064  30.600
C  15.863  20.677  30.289
H  18.627  22.616  30.229
H  15.822  23.119  31.651
H  15.234  23.189  30.011
H  16.800  23.908  30.390
H  15.526  20.408  31.303
H  14.980  20.847  29.672
H  16.407  19.793  29.955
C  13.050  25.121  31.152
O  13.449  24.836  30.037
N  12.569  24.226  32.026
C  11.829  24.606  33.208
C  12.550  22.830  31.666
H  13.093  26.118  31.628
H  10.787  24.304  33.092
H  11.881  25.689  33.316
H  12.213  24.138  34.115
H  11.635  22.533  31.145
H  13.378  22.562  31.015
H  12.571  22.208  32.563
C  17.227  20.198  25.751
O  18.377  20.411  26.099
N  16.769  19.058  25.200
C  17.535  17.845  25.069
C  15.393  18.973  24.778
H  16.451  20.975  25.848
H  17.462  17.533  24.023
H  17.159  17.079  25.747
H  18.591  17.992  25.287
H  15.301  18.745  23.705
H  14.766  18.221  25.260
H  14.924  19.940  24.938
C  12.187  19.190  24.078
O  12.602  20.302  23.799
N  12.339  18.104  23.308
C  12.981  18.187  22.012
C  11.782  16.845  23.714
H  11.666  18.963  25.021
H  13.551  19.112  21.986
H  12.243  18.151  21.209
H  13.676  17.354  21.893
H  12.570  16.121  23.945
H  11.166  16.920  24.608
H  11.144  16.418  22.935
C  16.115  26.220  27.789
O  14.927  25.981  27.767
N  16.756  26.819  28.816
C  16.121  27.027  30.080
C  18.208  26.891  28.812
H  16.812  25.981  26.973
H  16.591  27.843  30.626
H  16.098  26.136  30.714
H  15.080  27.319  29.927
H  18.515  27.861  29.218
H  18.665  26.138  29.458
H  18.629  26.870  27.810
C  13.136  18.576  27.525
O  13.448  17.534  26.972
N  11.901  18.810  28.023
C  11.593  20.006  28.784
C  10.865  17.828  27.924
H  13.814  19.426  27.691
H  11.582  19.760  29.850
H  10.643  20.435  28.473
H  12.354  20.765  28.600
H  10.034  18.202  27.304
H  11.203  16.921  27.434
H  10.417  17.606  28.896
C  9.465  22.644  24.569
O  10.638  22.278  24.560
N  8.492  22.016  25.211
C  8.804  20.971  26.167
C  7.116  22.455  25.090
H  9.134  23.580  24.102
H  9.522  20.245  25.784
H  7.905  20.403  26.399
H  9.189  21.447  27.070
H  6.453  21.593  25.074
H  6.818  23.129  25.897
H  7.003  23.011  24.161
C  15.804  22.347  23.221
O  14.638  22.261  23.591
N  16.771  22.905  23.944
C  16.469  23.611  25.192
C  18.105  23.054  23.425
H  16.125  21.976  22.239
H  15.450  23.421  25.512
H  16.638  24.673  25.012
H  17.127  23.214  25.970
H  18.080  23.046  22.335
H  18.535  24.010  23.721
H  18.763  22.267  23.799


(4)
Entry from OMol25: 2 unconnected molecules or ions with the total composition C5H14 at a distorted geometry (ωB97M-V/def2-TZVPD).

Summary:
- 2S+1 = 1
- ΔE to the lowest compared entry with this formula, charge and spin (kcal/mol) = 9.23
- SMILES = CCC.CC
- highest occupied orbital energy (eV) = -11.3

Geometry (Å):
C  -0.137  -2.539  -0.315
C  -1.115  -3.196  -1.307
H  -0.423  -1.497  -0.129
H  -0.168  -2.966  0.680
H  0.849  -2.495  -0.754
H  -0.556  -3.699  -2.097
H  -1.744  -2.474  -1.811
H  -1.752  -3.940  -0.809
C  0.059  1.660  0.356
C  0.064  2.073  1.835
C  1.166  2.345  -0.465
H  -0.899  1.962  -0.089
H  0.090  0.581  0.260
H  -0.538  2.970  1.991
H  -0.333  1.311  2.509
H  1.666  3.126  0.108
H  0.757  2.866  -1.332
H  1.098  2.300  2.128
H  1.917  1.613  -0.758


(5)
Entry from OMol25: a molecular structure, C28H26GeMoN2O2S5 (ωB97M-V/def2-TZVPD).

Summary:
- 2S+1 = 3
- total charge = +2
- ΔE to the lowest compared entry with this formula, charge and spin (kcal/mol) = 41.39
- highest occupied orbital energy (spin up / spin down) (eV) = -13.5 / -13.6

Geometry (Å):
Mo  0.209  0.482  -0.533
C  -1.648  3.941  0.943
C  -0.944  2.659  1.196
O  -0.576  2.003  0.053
C  -0.623  2.114  2.375
C  0.091  0.857  2.568
C  0.385  0.418  3.967
N  0.457  0.132  1.559
N  1.099  -1.067  1.862
C  1.367  -1.741  0.800
O  1.024  -1.226  -0.397
C  1.990  -3.057  0.807
C  2.402  -3.626  2.016
C  2.980  -4.880  2.016
C  3.150  -5.569  0.820
C  2.743  -5.005  -0.381
C  2.164  -3.748  -0.393
H  -1.025  4.602  0.340
H  -1.890  4.434  1.882
H  -2.570  3.756  0.392
H  -0.907  2.651  3.268
H  -0.014  1.128  4.684
H  1.461  0.320  4.111
H  -0.042  -0.569  4.148
H  2.264  -3.080  2.939
H  3.301  -5.326  2.947
H  3.601  -6.552  0.826
H  2.878  -5.547  -1.308
H  1.847  -3.303  -1.326
Ge  -1.842  -1.009  -0.092
C  -1.955  -0.572  -2.021
C  -3.196  -0.784  -2.631
C  -3.349  -0.621  -3.999
C  -2.280  -0.210  -4.785
C  -1.054  0.057  -4.200
C  -0.911  -0.117  -2.832
C  -3.152  -0.136  0.985
C  -3.876  0.951  0.491
C  -4.793  1.597  1.304
C  -4.977  1.175  2.616
C  -4.257  0.098  3.116
C  -3.349  -0.562  2.302
H  -1.492  -2.445  0.269
H  -4.045  -1.108  -2.040
H  -4.309  -0.822  -4.455
H  -2.406  -0.091  -5.852
H  -0.219  0.406  -4.797
H  0.136  0.120  -2.534
H  -3.740  1.282  -0.534
H  -5.375  2.423  0.915
H  -5.698  1.679  3.246
H  -4.415  -0.236  4.133
H  -2.808  -1.419  2.689
C  5.824  1.545  -0.323
S  5.714  1.674  -2.118
C  4.128  2.159  -2.514
C  2.920  2.037  -1.806
S  2.696  1.245  -0.333
S  1.531  2.681  -2.629
C  2.270  2.990  -4.188
S  1.446  3.433  -5.498
S  4.004  2.801  -4.124
H  6.894  1.602  -0.132
H  5.436  0.595  0.030
H  5.325  2.384  0.157